DFT (ωB97M-V/def2-TZVPD) results for a structure of composition C20H36CaN8O2S3.

The geometry in XYZ format:
```
70
Properties=species:S:1:pos:R:3
Ca -0.34039 -0.36709 0.24684
C -2.99177 1.78030 2.44749
C -2.46207 1.59936 1.06988
C -3.10641 0.69601 0.16866
C -4.33192 -0.06266 0.61288
C -2.52032 0.59380 -1.08948
C -3.09876 -0.39621 -2.05042
C -1.50125 1.47754 -1.50992
C -0.90805 1.41058 -2.88800
C -1.10311 2.49708 -0.69453
C -0.40304 3.72461 -1.24512
C -1.48469 2.47750 0.63016
C -0.85935 3.50374 1.52841
H -2.20453 1.91436 3.15462
H -3.66368 1.02203 2.73003
H -3.57432 2.70919 2.47646
H -4.97694 0.64054 1.15675
H -4.11423 -0.92811 1.36676
H -4.89879 -0.49911 -0.21540
H -4.02587 -0.06527 -2.43317
H -3.34416 -1.34331 -1.58960
H -2.44514 -0.69577 -2.89352
H -0.58796 0.38370 -3.26147
H 0.01848 1.96152 -2.87318
H -1.56856 1.84090 -3.61182
H -0.93151 4.64407 -0.91654
H -0.50288 3.79488 -2.36540
H 0.63911 3.84747 -0.92682
H 0.19211 3.22924 1.64905
H -1.34874 3.57288 2.53928
H -0.90019 4.52001 1.18565
N 1.05495 1.16627 3.28482
N 1.01576 0.04830 4.08720
C 0.43982 -1.12210 3.86148
N 0.56814 -2.09254 4.84449
N -0.17012 -1.23477 2.63120
N -0.99924 -2.26223 2.36435
O -1.18783 -3.19969 3.11297
O -1.53991 -2.17946 1.26022
H 1.90395 1.17256 2.71040
H 1.00043 2.00198 3.86256
H 1.43915 0.15956 5.04571
H 1.16188 -1.93822 5.65283
H 0.22327 -2.97784 4.52833
S 1.91829 0.98189 0.14720
C 3.54243 0.46571 -0.01951
N 4.43879 1.45454 -0.03621
C 5.89426 1.31512 -0.14940
C 6.21384 -0.00880 0.59791
C 5.53162 -1.07192 -0.17221
N 3.97155 -0.77148 -0.11771
H 4.14880 2.41057 -0.09434
H 6.30741 2.22070 0.25340
H 6.23591 1.28175 -1.19327
H 5.82718 0.12883 1.62102
H 7.25829 -0.31151 0.63541
H 5.55845 -2.00845 0.28210
H 5.83328 -1.10750 -1.22475
H 3.34015 -1.51458 -0.36570
S 0.62722 -2.06573 -1.95806
C -0.60025 -2.99060 -2.67944
N -0.85205 -2.97836 -3.95859
C -1.89793 -3.91636 -4.54119
C -2.63151 -4.46059 -3.31064
S -1.60978 -4.18695 -1.90189
H -0.31741 -2.45065 -4.59500
H -1.34400 -4.61301 -5.17162
H -2.58284 -3.31780 -5.21862
H -2.82089 -5.54696 -3.38246
H -3.55209 -3.96343 -3.09158
```

Output
ΔE to the lowest compared entry with this formula, charge and spin   0.22 kcal/mol
E_LUMO   -5.207 eV
Orbital gap   0.3174 Ha
Total charge   +2